41
Properties=species:S:1:pos:R:3:forces:R:3:lowdin_charge:R:1 method="wB97M-V/def2-TZVPD" largest_force_ev_per_a=15.41 spin_multiplicity=1 mol_weight_da=310.35 homo_ev=-7.0
H 1.5615 0.9119 -0.6501 0.40 0.89 -0.99 0.169
N -1.1996 0.4356 0.6116 -5.01 12.00 -8.25 0.161
H -1.5396 -1.9786 0.8725 3.05 -0.89 -1.15 0.043
C 1.9793 0.9033 0.3374 -9.85 -5.16 3.13 -0.245
O 0.8160 -1.3035 0.9919 -2.94 -0.45 1.89 0.075
H -2.3623 -1.4468 2.2013 0.22 -0.45 0.44 0.124
H 7.0909 -1.2934 -1.7222 -0.93 1.27 -0.28 0.113
C 1.7927 -0.6727 0.7269 -2.75 3.16 -1.51 -0.531
C 6.5091 0.6397 -0.8659 0.82 -0.49 -2.16 -0.117
H -2.6907 2.3203 -0.8757 0.31 -1.55 1.34 0.136
H -0.7298 -0.0020 1.1533 6.21 -8.54 8.17 -0.074
C 5.0751 -1.3566 -0.6464 3.57 0.40 -4.83 0.024
H -6.9577 0.5691 -1.7649 1.81 -2.77 0.70 0.125
H -4.8916 -1.9928 0.0401 -4.78 -9.34 -0.06 0.015
C -4.4830 -1.1893 0.1361 5.26 13.83 -3.61 0.052
O -0.7992 2.7829 0.0576 1.27 -0.52 1.52 0.070
H 1.3690 2.3726 1.5543 0.95 3.06 1.18 0.077
C -2.4925 -1.8704 1.1926 0.40 -3.51 5.41 -0.068
C -3.1792 -0.9237 0.5250 -2.19 3.08 -4.05 -0.284
C 0.8381 1.5142 1.4497 0.66 -0.15 -3.66 0.033
C 4.2340 0.8094 -0.0030 -8.71 -6.92 2.23 -0.174
C 6.3029 -0.5631 -1.3798 -1.27 -5.95 3.21 -0.005
H 5.4876 2.3214 0.0233 0.13 -2.57 -0.62 0.200
C -0.4465 1.8253 0.7124 -2.72 -3.77 -1.99 -0.301
C -6.4023 -0.4015 -1.2093 -0.24 2.42 -2.04 -0.093
O 3.0952 1.2900 0.7329 9.01 4.47 0.35 0.062
H -7.1534 -0.5671 -0.4542 0.33 -0.18 0.98 0.040
H 7.3508 1.2491 -1.1435 0.14 0.23 0.34 0.116
H 2.8966 -2.5112 0.1991 -0.91 5.08 0.91 0.285
H 0.7793 0.9650 2.3555 -0.16 -0.72 0.46 0.119
H 5.0706 -2.4242 -0.9946 -0.51 1.07 1.00 0.113
H -6.3550 -1.3545 -1.7815 -0.51 0.92 -0.33 0.068
H -4.9681 1.8933 -1.3094 -1.73 2.70 -1.72 0.068
H -3.0229 -2.8310 1.3353 0.39 0.42 -0.26 0.118
C 4.0814 -0.6070 -0.1759 -3.61 -2.06 1.42 -0.135
C -3.1336 1.3313 -0.5448 6.28 1.90 0.25 -0.059
C -4.9254 -0.1165 -0.7760 -2.99 -0.47 1.81 -0.160
C -2.4859 0.2229 0.0664 0.12 1.29 2.14 -0.126
C 5.3876 1.1250 -0.2778 5.73 12.53 1.57 -0.112
C -4.2989 1.2003 -1.0326 -5.74 -7.53 0.82 -0.074
N 2.7996 -1.2770 0.3324 10.51 -6.72 -3.77 0.152


23
Properties=species:S:1:pos:R:3:forces:R:3:lowdin_charge:R:1 method="wB97M-V/def2-TZVPD" largest_force_ev_per_a=2.69 spin_multiplicity=2 mol_weight_da=123.18 homo_ev="-3.0 / -9.5"
H 1.1188 -0.6356 2.4015 -0.54 0.52 -0.21 0.006
H -4.0800 -1.3997 -2.5407 0.10 0.32 -0.03 0.047
O -3.5375 -0.6656 -2.2232 -0.12 -0.46 0.28 -0.064
H 1.6889 1.3958 1.0152 0.15 0.03 0.07 0.087
H -0.9697 0.6573 1.7711 0.00 -0.38 0.08 0.079
H 2.1257 -0.1710 -1.5620 0.35 -0.08 -0.20 0.028
H 2.4675 -1.3113 2.6263 0.03 -0.09 -0.24 0.055
C 0.0768 1.1716 -0.3608 0.85 -2.37 -0.96 -0.193
H 1.6078 -1.7794 -1.1266 0.25 0.20 -0.19 0.085
H -1.7347 -0.7005 -0.9328 -0.17 -0.64 0.01 0.029
H 0.4652 2.6789 1.0287 0.24 -0.02 0.27 0.108
N 1.6323 -0.7867 -0.8285 -1.12 0.37 0.56 0.100
N -0.0461 0.9070 2.1142 -0.67 0.27 -0.14 -0.010
C 0.2464 -0.3176 -0.6242 -0.09 -0.42 0.16 -0.429
H 2.1048 -0.7291 0.0785 0.34 -0.09 0.07 0.071
O 1.8202 -1.1124 1.9372 0.76 -0.52 0.39 -0.097
H -0.9808 1.3067 -0.5913 -0.06 0.72 0.52 0.111
C -0.7578 -1.1659 -0.8899 0.51 1.08 -0.14 0.033
H -0.2669 1.5640 2.8587 0.39 0.01 -0.02 0.080
H -3.7190 0.0858 -2.7829 -0.17 0.18 -0.33 0.034
H 0.6784 1.6008 -1.1794 -0.07 0.58 0.17 0.081
C 0.6216 1.5938 0.9911 -0.65 0.88 -0.20 -0.282
H -0.5619 -2.1869 -1.1802 -0.29 -0.10 0.08 0.042


99
Properties=species:S:1:pos:R:3:forces:R:3:lowdin_charge:R:1 method="wB97M-V/def2-TZVPD" largest_force_ev_per_a=0.22 spin_multiplicity=1 mol_weight_da=1039.34 homo_ev=-2.3 total_charge=-2
O -1.9712 -0.4065 -1.6696 -0.05 0.14 -0.02 -0.634
H 1.3658 2.5702 -2.9454 0.01 0.00 0.00 -0.005
H 5.5122 2.2690 -2.7930 -0.01 0.01 0.01 0.019
C 0.7060 2.2248 2.1341 -0.04 -0.06 -0.04 -1.175
S 1.1110 3.2523 3.5439 0.03 -0.02 0.02 0.944
H -2.8489 4.1982 0.0189 -0.01 -0.01 0.00 0.046
C -1.9312 -0.5035 2.1311 0.07 0.09 0.04 -0.141
N -1.1652 2.9223 -2.8920 -0.03 0.04 -0.05 0.161
H -4.3607 -1.4387 2.8883 0.03 0.04 0.03 0.063
C -3.1038 -2.7975 -0.3389 -0.03 -0.04 -0.03 -0.232
H 3.7084 -4.0024 -0.4611 0.00 0.01 0.00 0.029
H -4.4814 -0.4242 4.3384 -0.01 0.01 0.00 0.082
H -3.1824 -1.6257 4.1972 -0.01 -0.01 0.00 0.089
As -3.4107 -1.2024 -1.4248 0.11 -0.12 0.06 0.854
H 0.2647 0.7015 -4.2122 -0.01 -0.02 0.03 0.011
H 3.3800 -0.7000 2.4321 -0.02 -0.01 -0.01 0.084
C 1.8475 -2.4941 1.2442 0.00 -0.07 0.06 -0.171
H 4.1813 -0.9397 -5.2034 0.00 0.00 -0.01 0.021
H -4.0222 4.3862 -1.2966 0.00 0.00 0.00 0.069
H -4.2094 0.6286 1.3029 -0.01 -0.02 0.02 0.064
H 3.2186 2.9739 5.7803 0.00 0.00 0.00 0.093
H 5.0400 -1.8689 0.6611 0.01 0.00 0.00 0.022
C -2.0137 2.6903 -2.1523 0.04 0.03 0.02 -0.258
H 4.0331 -3.6739 -2.1616 0.00 0.00 -0.01 0.028
C 3.3373 0.0775 3.1821 0.00 0.00 0.02 -0.019
O 0.0720 -2.5096 -1.3278 0.00 -0.12 -0.06 -0.471
C 2.3519 2.1278 4.0021 -0.03 0.01 -0.02 -0.497
H 3.5474 1.2744 0.3066 -0.01 0.03 -0.03 0.004
H 1.5668 -3.0517 -5.2559 -0.01 -0.01 0.00 0.031
H -4.5535 1.5366 2.8044 -0.01 -0.01 0.00 0.089
H 2.8986 3.3989 -3.1951 0.00 0.01 -0.01 0.028
N 1.4288 1.1429 2.0610 0.01 0.02 -0.02 0.006
H 5.0158 -0.2140 0.0394 0.02 -0.03 0.01 0.010
C -1.9245 -4.7587 0.4303 0.01 -0.02 0.00 -0.065
C 2.3705 1.0772 3.0625 0.02 -0.03 0.00 -0.321
H -2.8698 1.4103 4.7612 0.01 0.00 0.00 0.086
C -3.0910 2.4239 -1.2022 0.01 -0.08 -0.10 -0.281
H -3.8735 1.8690 -1.7199 -0.01 -0.01 0.03 0.102
H 2.7898 -0.8154 -6.2895 0.00 -0.01 0.00 0.019
C 3.2463 2.1630 5.0621 0.01 0.02 0.01 -0.123
C 3.2939 1.9587 -0.5045 -0.05 0.04 0.05 -0.181
C 0.3285 -0.3830 -4.3482 0.06 0.11 -0.01 -0.182
H 2.9765 -3.3461 -4.2322 -0.01 -0.01 -0.01 0.020
H -4.8293 -2.2578 0.7713 0.00 -0.01 0.00 0.087
S -0.5074 2.7197 1.0581 -0.05 0.10 0.02 0.493
O 2.1253 -1.4713 0.3124 0.07 -0.06 -0.06 -0.435
H -0.4485 -0.8441 -3.7305 -0.02 -0.02 -0.04 -0.001
H 4.9854 -0.6542 4.3283 0.00 0.00 0.00 0.091
Si 3.2059 -1.6513 -0.9982 -0.02 0.04 -0.02 0.281
H 5.2005 0.8825 -3.8511 0.01 0.00 0.01 0.005
O -4.6421 -0.3731 -0.7275 -0.08 0.02 0.03 -0.480
Pb 0.2727 -0.1163 -0.8783 0.06 -0.04 0.21 1.429
C -4.0194 -2.9745 0.6916 -0.03 0.02 -0.03 -0.121
H 2.3692 -3.9433 -1.6162 -0.03 0.00 0.00 0.013
H 0.0814 -0.5897 -5.3944 -0.03 -0.05 0.00 0.031
C -2.1434 0.9489 4.0872 0.00 -0.02 -0.01 -0.042
H 3.9800 2.8107 -0.4579 0.02 0.00 -0.03 0.033
C 3.3238 -3.4918 -1.3504 0.00 -0.01 0.00 -0.156
C -2.9062 0.1790 3.0038 -0.10 -0.15 0.02 -0.567
H -2.6899 1.7316 -0.4630 -0.02 0.03 0.01 0.039
H -4.4374 3.4267 0.1319 -0.01 0.01 0.00 0.067
H 5.6968 -1.5174 -0.9410 0.00 -0.01 0.00 0.026
H 1.2564 -3.2888 0.7814 0.01 0.01 0.00 0.077
H -2.7191 -5.7297 2.1673 0.00 0.00 0.00 0.094
O -1.5651 -3.2552 -2.9807 -0.05 0.00 0.00 -0.329
N -1.1623 -1.0659 1.4894 0.00 0.02 -0.01 0.211
H -1.5337 1.7328 3.6422 0.04 0.02 -0.02 0.039
C 4.2322 0.1197 4.2377 0.00 0.00 -0.01 -0.108
H -1.1052 -5.4519 0.2943 0.00 0.01 0.00 0.104
H -1.4987 0.2855 4.6669 0.00 0.00 0.00 0.092
H 2.2938 2.3471 -0.2813 0.01 -0.01 0.00 0.004
C -3.7873 -0.9041 3.6451 0.00 0.01 -0.01 -0.044
Si 3.3233 1.1788 -2.2230 0.05 -0.03 -0.03 0.326
H 5.7732 0.6204 -2.2022 0.01 0.00 0.01 0.006
H -4.6082 -4.1360 2.3964 0.00 0.00 0.00 0.095
C -3.6298 3.6932 -0.5504 0.02 0.03 0.01 -0.108
C 4.1855 1.1485 5.1796 0.01 0.00 0.01 -0.132
H 4.8937 1.1638 5.9995 0.00 0.00 0.00 0.084
H 1.3467 -3.4675 -3.5578 -0.01 0.02 0.00 -0.001
S -0.8362 -3.5878 -1.7692 0.10 0.12 -0.01 0.455
C 1.9743 -2.9095 -4.2494 0.05 0.01 -0.02 -0.177
H -3.1950 -2.3110 -3.3288 -0.01 -0.01 0.01 0.001
H 2.7741 -2.9278 1.6430 -0.01 0.02 0.00 0.079
H 3.3372 0.5996 -5.3844 -0.01 -0.01 0.00 -0.001
C 2.3951 2.4305 -3.2867 -0.02 0.01 0.01 -0.185
C 2.5956 -0.5121 -2.2616 -0.01 0.02 0.04 -0.542
C 3.1956 -0.4806 -5.3292 0.02 -0.01 0.01 -0.201
O -0.1644 -4.8699 -1.8008 0.02 0.00 0.03 -0.323
O -3.9579 -1.8154 -2.9760 0.01 -0.03 -0.06 -0.256
C -3.8892 -4.0211 1.5930 0.00 -0.03 0.00 -0.101
C -3.7636 1.1321 2.1652 0.03 0.07 -0.01 -0.047
C 4.8972 -1.2614 -0.2396 -0.01 0.01 -0.01 -0.168
H -3.1452 1.9582 1.8125 0.00 0.00 -0.01 0.037
C 5.1269 1.2445 -2.8230 -0.04 -0.01 0.00 -0.180
H 2.3519 2.1755 -4.3468 0.01 0.00 0.02 0.011
C -2.0575 -3.7099 -0.4685 -0.04 0.04 -0.02 -0.255
C -2.8344 -4.9116 1.4662 -0.01 0.02 0.00 -0.088
Si 2.0381 -1.0527 -3.9268 -0.03 -0.04 -0.05 0.353
H 1.2756 -2.0648 2.0668 0.00 0.02 0.01 0.067